Here is C45H54BN6O3PPrS3 as an isolated structure from the Open Molecules 2025 dataset. Energies are from wB97M-V/def2-TZVPD.

```
! wB97M-V def2-TZVPD RIJCOSX def2/J DEFGRID3
* xyz 3 3
Pr -1.985 -0.939 -1.261
C 3.009 -2.243 -2.581
C 2.897 -1.504 -1.266
C 3.964 -1.770 -0.384
C 3.978 -1.021 0.805
N 3.028 -0.223 1.221
N 1.885 -0.160 0.419
B 0.721 0.559 1.044
N -0.550 -0.225 0.883
N -0.549 -1.654 1.042
C -0.996 -2.054 2.237
C -1.718 -1.173 3.029
C -2.281 -0.035 2.486
C -3.381 0.727 3.187
C -1.716 0.472 1.268
S -2.421 1.512 0.164
C -0.623 -3.446 2.603
C -0.876 -3.679 4.048
C 0.829 -3.642 2.198
C -1.437 -4.433 1.747
N 1.095 1.139 2.417
N 1.033 0.558 3.590
C 1.639 1.265 4.570
C 2.202 2.542 4.313
C 1.892 3.280 3.141
C 1.771 4.820 3.180
C 1.376 2.484 2.113
S 0.905 2.643 0.422
C 1.795 0.710 5.952
C 1.364 1.816 6.882
C 3.249 0.247 6.288
C 0.756 -0.434 6.082
C 1.851 -0.608 -0.895
S 0.798 -0.068 -2.137
C 5.242 -1.060 1.655
C 6.278 -0.468 0.701
C 5.553 -2.586 1.974
C 5.112 -0.206 2.894
H 3.718 -3.077 -2.404
H 2.047 -2.565 -2.976
H 3.438 -1.474 -3.278
H 4.723 -2.544 -0.571
H -1.848 -1.367 4.108
H -4.391 0.385 2.918
H -3.190 0.746 4.285
H -3.359 1.778 2.890
H -0.207 -3.129 4.734
H -1.899 -3.430 4.262
H -0.759 -4.767 4.262
H 1.527 -2.929 2.648
H 1.116 -4.663 2.468
H 0.951 -3.575 1.134
H -2.495 -4.383 1.997
H -1.291 -4.208 0.658
H -0.978 -5.395 1.976
H 2.901 2.856 5.106
H 2.401 5.350 2.458
H 0.772 5.163 2.918
H 2.066 5.157 4.200
H 2.087 2.659 6.921
H 0.385 2.223 6.611
H 1.386 1.453 7.921
H 3.979 1.033 6.155
H 3.320 -0.182 7.298
H 3.471 -0.479 5.475
H -0.279 -0.105 5.837
H 1.032 -1.202 5.409
H 0.726 -0.870 7.106
H 6.499 -1.121 -0.128
H 5.914 0.404 0.230
H 7.188 -0.291 1.298
H 5.911 -3.165 1.105
H 6.381 -2.643 2.656
H 4.692 -3.048 2.490
H 5.325 0.832 2.539
H 4.116 -0.339 3.417
H 5.865 -0.539 3.639
O -3.664 -2.438 -1.382
O -2.317 -2.999 -1.466
O -2.718 0.234 -3.179
P -3.020 0.792 -4.545
C -4.808 0.737 -4.978
C -5.715 -0.092 -4.262
C -7.024 -0.202 -4.698
C -7.479 0.391 -5.857
C -6.609 1.115 -6.584
C -5.285 1.376 -6.132
C -2.567 2.556 -4.533
C -3.377 3.634 -5.014
C -3.033 4.963 -4.803
C -1.925 5.291 -4.011
C -1.054 4.252 -3.613
C -1.383 2.906 -3.905
C -2.073 0.042 -5.900
C -1.591 -1.241 -5.727
C -0.746 -1.783 -6.753
C -0.613 -1.110 -7.949
C -0.981 0.258 -8.042
C -1.781 0.814 -7.049
H -5.379 -0.586 -3.335
H -7.717 -0.878 -4.210
H -8.536 0.342 -6.105
H -6.912 1.486 -7.552
H -4.676 2.078 -6.705
H -4.268 3.447 -5.521
H -3.692 5.745 -5.168
H -1.657 6.318 -3.774
H -0.302 4.413 -2.882
H -0.642 2.161 -3.630
H -2.022 -1.907 -4.945
H -0.277 -2.758 -6.658
H -0.229 -1.660 -8.811
H -0.674 0.794 -8.948
H -2.187 1.822 -7.175
*
```

Summary:
- HOMO (spin up / spin down): -14.840 / -14.840 eV

Here is C54H64NO4W as an isolated structure from the Open Molecules 2025 dataset. Energies are from wB97M-V/def2-TZVPD.

```
! wB97M-V def2-TZVPD RIJCOSX def2/J DEFGRID3
* xyz 3 1
W 0.294 -0.400 0.814
C -1.431 2.304 0.262
O -1.267 1.095 1.081
C -2.461 0.346 1.360
C -2.557 0.004 2.705
C -1.560 0.545 3.713
C -0.212 -0.145 3.889
C 0.566 0.169 4.987
C 1.766 -0.495 5.275
C 2.221 -1.486 4.386
C 1.501 -1.848 3.268
C 1.955 -3.045 2.447
C 1.417 -3.306 1.055
C 0.942 -4.544 0.722
C 0.522 -4.858 -0.590
C 0.554 -3.849 -1.575
C 1.037 -2.592 -1.328
C 1.100 -1.582 -2.465
C -0.284 -1.151 -2.914
C -0.771 -1.249 -4.198
C -2.071 -0.808 -4.514
C -2.876 -0.317 -3.488
C -2.443 -0.202 -2.162
C -3.407 0.334 -1.106
C -3.340 -0.076 0.372
C -4.375 -0.905 0.829
C -4.535 -1.287 2.155
C -3.598 -0.814 3.084
C -5.705 -2.142 2.635
C -5.159 -3.387 3.349
C -6.541 -1.310 3.621
C -6.602 -2.586 1.481
C -1.142 -0.596 -1.976
O -0.569 -0.486 -0.716
C -2.549 -0.879 -5.962
C -2.452 -2.331 -6.452
C -1.635 0.014 -6.817
C -3.991 -0.400 -6.115
C 1.409 -2.317 0.027
O 2.113 -1.118 0.317
C 3.575 -0.984 -0.033
C 0.061 -6.246 -0.974
C 0.172 -7.244 0.178
C -1.411 -6.153 -1.425
C 0.931 -6.734 -2.152
C 0.303 -1.146 3.032
O -0.518 -1.592 1.986
C 2.530 -0.136 6.541
C 1.615 -0.399 7.750
C 3.808 -0.959 6.700
C 2.894 1.359 6.485
H -2.448 2.637 0.435
H -1.255 2.071 -0.786
H -0.727 3.044 0.620
H -2.032 0.548 4.696
H -1.354 1.594 3.488
H 0.211 0.936 5.665
H 3.149 -2.002 4.593
H 1.731 -3.930 3.046
H 3.048 -3.012 2.384
H 0.904 -5.309 1.485
H 0.211 -4.079 -2.576
H 1.627 -2.040 -3.302
H 1.688 -0.705 -2.183
H -0.144 -1.675 -4.972
H -3.893 -0.022 -3.709
H -4.389 0.001 -1.437
H -3.451 1.421 -1.203
H -5.094 -1.245 0.096
H -3.696 -1.083 4.129
H -4.528 -3.129 4.201
H -4.579 -4.013 2.666
H -5.987 -3.986 3.730
H -5.984 -1.076 4.531
H -7.427 -1.874 3.914
H -6.873 -0.373 3.171
H -6.059 -3.184 0.743
H -7.068 -1.739 0.973
H -7.407 -3.208 1.872
H -1.428 -2.709 -6.432
H -2.795 -2.388 -7.486
H -3.078 -2.997 -5.855
H -0.604 -0.346 -6.825
H -1.637 1.046 -6.460
H -1.990 0.016 -7.847
H -4.693 -1.025 -5.559
H -4.274 -0.452 -7.166
H -4.117 0.639 -5.802
H 3.803 -1.916 -0.538
H 4.104 -0.855 0.905
H 3.671 -0.117 -0.670
H -0.458 -6.971 1.027
H 1.202 -7.363 0.524
H -0.165 -8.219 -0.169
H -2.064 -5.863 -0.600
H -1.730 -7.133 -1.780
H -1.549 -5.445 -2.244
H 1.996 -6.676 -1.923
H 0.739 -6.175 -3.069
H 0.690 -7.779 -2.351
H 1.324 -1.449 7.811
H 0.710 0.211 7.726
H 2.155 -0.146 8.663
H 3.606 -2.031 6.748
H 4.293 -0.683 7.636
H 4.527 -0.769 5.899
H 2.010 1.998 6.457
H 3.516 1.593 5.618
H 3.460 1.624 7.378
C 1.338 1.510 0.883
C 2.780 1.627 1.292
C 3.213 1.233 2.551
C 4.546 1.339 2.904
C 5.466 1.866 1.997
C 5.033 2.323 0.757
C 3.694 2.201 0.411
C 6.862 1.935 2.359
N 7.970 1.957 2.658
H 1.199 1.869 -0.143
H 0.752 2.149 1.542
H 2.498 0.867 3.275
H 4.889 1.026 3.883
H 5.739 2.774 0.072
H 3.366 2.564 -0.557
*
```

Summary:
- HOMO: -16.218 eV

Here is the molecule C6H14 from the Open Molecules 2025 dataset. Energies are from wB97M-V/def2-TZVPD.

```
! wB97M-V def2-TZVPD RIJCOSX def2/J DEFGRID3
* xyz 0 1
C 2.806 0.269 -0.228
C 1.417 -0.338 -0.440
C 0.323 0.443 0.306
C -1.050 -0.217 0.331
C -2.096 0.461 1.167
C -1.565 -0.524 -1.099
H 2.848 1.297 -0.605
H 3.583 -0.306 -0.746
H 3.065 0.296 0.837
H 1.205 -0.373 -1.517
H 1.414 -1.381 -0.090
H 0.266 1.462 -0.103
H 0.607 0.517 1.361
H -0.857 -1.237 0.826
H -3.034 -0.107 1.098
H -1.743 0.452 2.196
H -2.298 1.483 0.830
H -2.655 -0.607 -1.251
H -1.087 -0.118 -1.998
H -1.149 -1.471 -0.877
*
```

Summary:
- HOMO: -10.102 eV
- SMILES: CCCC(C)C

no.,largest force on an atom (Eh/bohr)
1,0.07100
2,0.02505
3,0.05944